Below is a molecular structure, C14H21I2N5RhSSe, with properties calculated with ωB97M-V/def2-TZVPD.

CARTESIAN COORDINATES (ANGSTROEM)
Rh: 10.1224 8.3684 7.2677
Se: 12.7958 9.0185 9.4066
N: 12.1885 8.4925 7.7403
C: 13.1939 8.3098 6.9483
C: 13.1424 7.9574 5.5652
C: 14.2167 8.0570 4.7317
C: 15.4954 8.3427 5.3094
C: 15.6486 8.5700 6.6310
C: 14.4891 8.6099 7.5132
N: 14.4989 9.0254 8.7586
H: 12.1774 7.6228 5.0023
H: 14.1933 7.9046 3.6830
H: 16.2071 8.5201 4.6224
H: 16.6156 8.7254 7.0906
C: 8.0241 7.4886 4.6117
C: 7.2839 7.8938 5.8377
C: 6.3595 9.0974 5.6481
C: 6.4825 6.7699 6.5474
N: 8.2868 8.2494 6.7859
H: 7.3993 7.3511 3.7314
H: 8.4749 6.5002 4.7782
H: 8.7987 8.2432 4.4146
H: 5.5674 8.9049 4.9470
H: 6.9917 9.9413 5.3042
H: 5.8520 9.4073 6.5522
H: 5.6829 6.4477 5.9831
H: 6.1105 7.0786 7.5430
H: 7.0857 5.9094 6.7054
I: 9.9879 5.8534 7.5413
I: 9.4878 9.1594 9.7811
C: 9.3828 11.3769 3.2929
N: 9.1186 11.8931 4.6277
C: 8.6761 13.2854 4.9298
C: 8.3098 13.1607 6.4411
N: 9.3478 12.0612 6.7988
C: 9.6525 11.3305 5.7267
S: 10.7043 9.9889 5.6700
H: 10.1252 11.9929 2.9086
H: 8.3778 11.3608 2.8251
H: 9.7825 10.3665 3.3407
H: 7.8933 13.5676 4.1811
H: 9.4928 14.0507 4.8981
H: 7.2866 12.6848 6.4673
H: 8.4977 14.0324 7.0783
H: 9.5341 11.8201 7.7430

Force components x, y, z for each atom (eV/Å):
Rh 0.33 0.43 0.67
Se 1.19 -0.14 -1.50
N -1.24 -0.17 1.42
C 0.93 -0.14 -0.86
C -2.24 -0.89 -3.02
C -0.06 0.05 2.49
C -2.40 0.32 1.84
C 0.03 -0.10 0.65
C 0.38 0.20 -0.23
N -0.81 -0.39 0.24
H 1.46 0.72 1.67
H -0.45 -0.28 -0.71
H 3.04 0.16 -1.83
H 0.01 0.24 -0.12
C 0.67 -0.83 -0.96
C -1.28 -0.15 1.95
C 0.87 1.00 -0.17
C 1.10 0.84 1.27
N 0.23 0.51 -0.06
H -0.30 0.32 0.04
H 0.24 0.40 0.00
H -0.16 -0.37 -0.23
H -0.09 -0.26 -0.60
H -0.54 -0.22 -0.04
H 0.17 -0.08 0.46
H -1.94 -0.41 -1.46
H 0.21 0.12 -0.58
H 0.72 -0.66 0.14
I 0.32 -0.52 -0.04
I -0.16 0.17 -0.12
C -2.11 -0.53 1.00
N 0.79 -0.15 1.23
C 0.10 0.45 0.06
C 0.34 -2.35 -1.03
N -1.47 1.45 -0.95
C -0.78 0.98 0.10
S 0.16 -0.01 -0.13
H 1.00 1.15 -1.63
H 0.99 0.18 -0.55
H -0.20 0.04 0.17
H 0.40 -0.14 1.09
H -0.20 -0.87 -0.57
H 0.92 0.76 0.68
H -0.42 -0.27 -0.42
H 0.25 -0.54 0.64

The energy above the lowest of the compared OMol25 structures with the same formula, charge and spin comes out at 0.0 kcal per mole. For the total energy, the calculation gives -4325.09758 a.u. The calculation puts the LUMO energy (spin up / spin down) at -3.82 / -5.50 eV. The charge is +1. The strongest force on any atom comes out at 3.866 eV Å⁻¹. The value obtained for the HOMO energy (spin up / spin down) is -11.29 / -11.46 eV. Its spin multiplicity is 5. As for the expectation value of S²: 6.030.

=====

Below is a molecular structure, C14H21MoN4O5PSe, with properties calculated with ωB97M-V/def2-TZVPD.

CARTESIAN COORDINATES (ANGSTROEM)
Mo: -0.0446 -0.0499 0.1097
O: 1.9862 -1.0344 0.4258
C: 2.1711 -1.9142 1.5956
C: 1.9093 -1.1130 2.8356
N: 0.5025 -0.6403 2.8364
C: -0.5122 -1.6388 3.1241
C: -1.2523 -2.0076 1.8334
O: -1.5266 -3.0181 1.3476
O: -1.4183 -0.7161 1.0505
C: 0.3178 0.6715 3.4479
C: 0.4024 1.8546 2.4911
O: 0.3065 2.9876 2.6529
O: 0.5675 1.3185 1.0512
H: 2.8284 -0.6008 0.2256
H: 3.1797 -2.3277 1.5906
H: 1.4758 -2.7425 1.4555
H: 2.5532 -0.2321 2.8479
H: 2.1408 -1.6914 3.7359
H: -1.2473 -1.2915 3.8531
H: -0.0827 -2.5723 3.4919
H: 1.0684 0.8732 4.2197
H: -0.6594 0.7544 3.9275
C: -1.1487 3.2632 -0.7298
P: -1.8261 1.6129 -0.8222
C: -3.3152 1.4761 0.1571
C: -2.1964 1.1948 -2.5237
H: -1.8892 3.9224 -1.1995
H: -0.2149 3.3476 -1.2862
H: -1.0012 3.5822 0.3019
H: -4.0175 2.2055 -0.2659
H: -3.1401 1.7344 1.2015
H: -3.7497 0.4802 0.0772
H: -2.9653 1.9048 -2.8521
H: -2.6129 0.1905 -2.6051
H: -1.3264 1.3158 -3.1686
Se: -0.8131 -3.2702 -1.9745
N: 0.1648 -2.9925 -3.3722
C: 0.8213 -1.8311 -3.2966
C: 1.7359 -1.2326 -4.2099
C: 2.2788 -0.0205 -3.8384
C: 1.9231 0.6185 -2.6352
N: 1.0435 0.0847 -1.7717
C: 0.5421 -1.1275 -2.1133
N: -0.2928 -1.6729 -1.2152
H: 1.9880 -1.7121 -5.1505
H: 2.9956 0.4762 -4.4812
H: 2.3500 1.5807 -2.3752

Force components x, y, z for each atom (eV/Å):
Mo 0.52 0.46 2.85
O -0.28 -0.14 0.07
C 0.06 -0.19 0.03
C -0.12 0.09 0.07
N -0.04 0.17 -0.25
C 0.09 0.28 0.01
C 0.32 -0.50 0.59
O -0.28 0.23 -0.15
O 0.03 0.07 -1.08
C 0.07 -0.26 -0.01
C -0.08 0.03 0.64
O 0.05 -0.03 -0.21
O -0.09 -0.09 -0.85
H 0.02 0.16 -0.14
H 0.03 0.07 -0.15
H 0.01 -0.02 0.01
H 0.05 -0.03 0.03
H -0.05 -0.04 0.00
H -0.07 -0.05 -0.02
H 0.00 -0.01 0.03
H -0.01 0.02 0.03
H -0.01 0.07 0.00
C 0.02 0.07 -0.03
P 0.20 -0.12 -0.39
C -0.06 0.00 0.10
C -0.07 -0.01 -0.05
H 0.02 0.03 0.03
H 0.00 0.01 0.00
H -0.01 0.01 0.01
H -0.01 0.00 0.02
H -0.01 0.01 0.00
H -0.01 0.00 -0.01
H 0.01 -0.01 -0.04
H 0.00 0.00 -0.01
H 0.00 0.00 0.00
Se 0.02 -0.05 0.00
N -0.01 0.02 0.03
C -0.01 -0.10 -0.05
C -0.02 0.00 0.01
C 0.02 0.00 -0.02
C -0.10 0.11 0.05
N -0.29 -0.02 -0.39
C 0.08 0.11 -0.10
N 0.03 -0.34 -0.64
H 0.00 -0.02 0.01
H -0.01 0.01 0.00
H 0.01 0.01 -0.02

For the total energy, the calculation gives -3950.59709 a.u. The calculation puts the LUMO energy at -16.63 eV. The charge is +4. The strongest force on any atom comes out at 2.931 eV Å⁻¹. The value obtained for the HOMO energy is -22.90 eV.

=====

Below is 2 unconnected molecules or ions with the total composition C14H21N, with properties calculated with ωB97M-V/def2-TZVPD.

CARTESIAN COORDINATES (ANGSTROEM)
C: -1.0282 2.1323 -3.2874
C: -1.1218 1.2943 -1.9162
C: 0.2728 0.8719 -1.5636
C: 1.3590 1.6517 -1.4551
N: 2.4857 0.8135 -1.3199
C: 2.0685 -0.4618 -1.0802
C: 2.7362 -1.5236 -0.5199
C: 2.2140 -2.8130 -0.6312
C: 0.8714 -2.9109 -0.8715
C: 0.0595 -1.8222 -1.1496
C: 0.6250 -0.5482 -1.3680
H: -2.0175 2.5488 -3.4613
H: -0.7192 1.4257 -4.0341
H: -0.3678 2.9696 -3.1158
H: -1.7800 1.8250 -1.2506
H: -1.5707 0.3524 -2.2608
H: 1.4400 2.7196 -1.4047
H: 3.3944 1.1656 -1.0751
H: 3.6020 -1.3841 0.1244
H: 2.8414 -3.6742 -0.4051
H: 0.2676 -3.8183 -0.8782
H: -1.0288 -1.8016 -1.1500
C: -1.3822 0.2092 1.0495
C: -0.7359 -0.2038 2.4159
C: -0.3254 1.1706 3.0543
C: -1.6077 -1.0609 3.2621
H: -0.5191 0.4044 0.3958
H: -2.0958 1.0059 1.1722
H: -1.9293 -0.6377 0.6111
H: 0.1852 -0.7396 2.0727
H: 0.2227 0.9413 3.9739
H: 0.4357 1.5204 2.3464
H: -1.0711 1.9582 3.1174
H: -2.3436 -1.6826 2.7746
H: -1.0522 -1.4900 4.1095
H: -2.3850 -0.4079 3.7185

Force components x, y, z for each atom (eV/Å):
C -0.95 -0.44 2.42
C 0.57 -0.08 -3.18
C -1.83 -0.89 0.33
C 1.11 -1.30 -0.04
N -0.29 1.20 1.05
C -2.03 -0.32 -0.56
C 1.17 -0.69 0.05
C 0.44 0.62 0.77
C -2.42 -0.72 -0.92
C -0.25 2.48 -0.48
C 3.35 0.54 0.77
H -0.10 -0.10 -0.50
H 0.29 0.21 -0.64
H 0.43 0.09 -0.39
H 0.21 -0.04 0.76
H -0.57 0.29 0.57
H 0.12 0.17 -0.37
H 0.00 -0.10 0.10
H 0.47 0.10 -0.77
H -0.33 0.19 0.22
H 0.81 -0.34 0.25
H 0.14 -0.87 -0.14
C 0.62 -1.60 0.61
C -0.06 1.43 -2.02
C 1.62 -1.78 -0.68
C -1.37 1.21 1.68
H -0.99 0.53 0.34
H -0.06 0.60 -0.09
H 0.12 0.11 0.04
H -0.47 0.27 0.77
H -0.36 0.57 0.25
H 0.00 0.38 0.21
H -0.37 -0.40 0.32
H 0.73 -1.14 -0.59
H -0.40 -0.37 -0.42
H 0.62 0.20 0.28

The energy above the lowest of the compared OMol25 structures with the same formula, charge and spin comes out at 40.2 kcal per mole. For the total energy, the calculation gives -600.74656 a.u. The calculation puts the LUMO energy at 0.80 eV. Its SMILES is CCc1c[nH]c2ccccc12.CC(C)C. The charge is 0. The strongest force on any atom comes out at 3.477 eV Å⁻¹. The value obtained for the HOMO energy is -7.91 eV.

=====

Below is a molecular structure, C14H21N7O2RuS, with properties calculated with ωB97M-V/def2-TZVPD.

CARTESIAN COORDINATES (ANGSTROEM)
Ru: -0.3938 1.0108 0.3242
C: 0.0834 -0.4547 -3.8770
C: 0.0380 -0.3572 -2.3816
N: -0.3122 0.7439 -1.7842
N: -0.6526 1.7509 -2.6364
C: -1.2299 2.7840 -2.0630
N: -1.5630 3.7960 -2.8884
S: -1.5906 2.9488 -0.3947
C: 0.2995 -1.6061 -1.6381
C: 0.1204 -2.8285 -2.2695
C: 0.2312 -4.0089 -1.5502
C: 0.4600 -3.9632 -0.1890
C: 0.6471 -2.7411 0.4314
N: 0.6519 -1.6186 -0.3275
H: 0.2078 0.5351 -4.3012
H: -0.8478 -0.8654 -4.2751
H: 0.9061 -1.0937 -4.1930
H: -1.4596 3.6661 -3.8795
H: -2.0956 4.5736 -2.5455
H: -0.1321 -2.8546 -3.3166
H: 0.0957 -4.9564 -2.0533
H: 0.4764 -4.8582 0.4151
H: 0.2025 -1.7757 2.2435
N: -2.2530 2.8312 3.3732
C: -1.3080 2.3123 2.6131
O: -1.5107 1.2145 2.0156
C: -0.0006 3.0091 2.4033
C: 0.8553 2.0758 1.5615
H: -3.1447 2.3691 3.4571
H: -2.1123 3.7092 3.8429
H: 0.4607 3.2338 3.3716
H: -0.1990 3.9676 1.9200
H: 1.3186 1.3082 2.1876
H: 1.6518 2.6108 1.0448
O: -2.1713 -0.9615 0.4549
H: -2.5167 -0.5700 1.2656
H: -2.9080 -0.9432 -0.1703
N: 2.3376 -0.4045 0.6515
C: 2.9182 -1.2458 1.5695
C: 2.3098 -2.2582 2.1886
C: 0.8608 -2.5778 1.9013
N: 0.9952 -0.4082 0.2979
H: 2.8743 0.3347 0.2334
H: 3.9705 -1.0417 1.7198
H: 2.8753 -2.8971 2.8473
H: 0.5534 -3.4951 2.3994

Force components x, y, z for each atom (eV/Å):
Ru -0.84 -0.67 -0.35
C 0.04 0.03 -0.06
C 0.12 0.04 0.04
N 0.49 0.18 -0.24
N 0.02 -0.04 0.15
C 0.01 0.12 -0.30
N -0.04 -0.12 0.11
S -0.01 0.01 0.11
C -0.04 -0.06 -0.04
C -0.06 0.01 0.14
C -0.02 0.06 0.01
C -0.06 0.01 -0.02
C 0.02 -0.01 -0.04
N 0.22 0.17 -0.28
H 0.02 -0.03 0.01
H -0.02 0.03 -0.01
H -0.01 -0.04 0.00
H 0.01 0.00 -0.02
H 0.02 0.01 0.02
H -0.02 0.01 0.00
H -0.01 -0.02 0.01
H 0.02 -0.02 -0.01
H -0.03 -0.07 0.06
N -0.03 -0.01 0.12
C -0.01 -0.11 -0.02
O 0.09 0.29 0.75
C 0.03 -0.08 0.22
C 0.48 0.24 -0.75
H 0.01 0.01 0.01
H 0.00 -0.02 0.03
H -0.10 0.03 0.04
H 0.01 -0.06 -0.12
H -0.02 0.08 0.07
H -0.02 0.09 0.09
O -0.09 -0.04 -0.42
H -0.01 0.07 0.06
H 0.04 -0.04 0.09
N 0.09 0.10 -0.25
C -0.01 -0.01 0.12
C 0.04 0.12 -0.10
C -0.08 -0.01 -0.01
N -0.37 -0.16 0.79
H 0.06 -0.11 -0.09
H 0.00 0.01 0.04
H -0.01 0.03 0.07
H 0.05 -0.03 -0.04

The energy above the lowest of the compared OMol25 structures with the same formula, charge and spin comes out at 90.0 kcal per mole. For the total energy, the calculation gives -1572.65697 a.u. The calculation puts the LUMO energy (spin up / spin down) at -3.61 / -3.58 eV. The charge is +1. The strongest force on any atom comes out at 1.130 eV Å⁻¹. The value obtained for the HOMO energy (spin up / spin down) is -10.22 / -10.11 eV. Its spin multiplicity is 2. As for the expectation value of S²: 0.763.

=====

Below is a single C14H21NO7S molecule, with properties calculated with ωB97M-V/def2-TZVPD.

CARTESIAN COORDINATES (ANGSTROEM)
C: 3.7283 2.0812 -0.4444
C: 3.7433 0.6302 0.0316
C: 3.5347 0.5626 1.5451
C: 5.0650 -0.0504 -0.3545
C: 2.6375 -0.1202 -0.6808
O: 2.0377 0.2548 -1.6507
O: 2.4252 -1.3487 -0.1368
C: 1.4866 -2.1526 -0.7897
O: 0.2053 -1.5644 -0.7270
C: -0.7235 -2.0918 0.0713
O: -0.6187 -3.1258 0.6665
C: -1.9423 -1.1746 0.1312
N: -2.0161 -0.3232 -1.0303
C: -3.1121 0.3511 -1.5406
O: -4.2518 0.0182 -1.6728
C: -2.2705 1.5885 -1.8288
C: -1.1506 0.8293 -1.1258
S: -0.9152 1.2219 0.6610
O: 0.4784 1.1227 1.0017
O: -1.5784 2.4501 1.0037
C: -1.8563 -0.2442 1.3623
C: -3.2301 0.2413 1.7834
C: -1.0580 -0.7901 2.5287
H: 4.5508 2.6323 0.0030
H: 2.7907 2.5481 -0.1563
H: 3.8197 2.1293 -1.5261
H: 4.2975 1.1545 2.0446
H: 3.5972 -0.4634 1.8964
H: 2.5562 0.9617 1.7964
H: 5.2122 -0.0216 -1.4322
H: 5.8932 0.4669 0.1233
H: 5.0674 -1.0882 -0.0301
H: 1.7341 -2.2448 -1.8552
H: 1.4861 -3.1225 -0.2814
H: -2.8444 -1.7940 0.1777
H: -2.1101 1.8193 -2.8776
H: -2.6031 2.4763 -1.2931
H: -0.1817 0.6839 -1.5998
H: -3.1283 1.1352 2.3946
H: -3.8466 0.4925 0.9235
H: -3.7402 -0.5268 2.3623
H: -1.3973 -1.7890 2.7985
H: 0.0010 -0.8325 2.2793
H: -1.1748 -0.1310 3.3863

Force components x, y, z for each atom (eV/Å):
C -0.10 -0.25 -0.03
C 0.10 0.11 0.06
C -0.08 -0.03 -0.11
C -0.20 -0.02 -0.01
C 0.11 0.09 -0.10
O 0.02 0.00 -0.17
O -0.03 -0.01 0.32
C 0.22 -0.63 -0.42
O 0.10 0.26 -0.15
C -0.38 -0.34 0.01
O -0.07 0.00 0.08
C -0.04 -0.44 0.09
N 0.05 -0.64 -0.26
C -0.49 -0.04 -0.44
O -0.11 0.00 0.12
C -0.13 0.55 -0.03
C 0.36 0.12 0.70
S 0.19 0.46 -0.14
O 0.29 -0.35 -0.07
O -0.49 0.12 0.00
C 0.29 0.30 -0.18
C -0.08 0.17 -0.07
C 0.18 0.09 0.06
H 0.10 0.03 0.10
H -0.10 0.14 0.00
H 0.01 0.06 -0.09
H 0.12 0.05 0.04
H 0.02 -0.08 0.10
H 0.02 0.02 0.14
H 0.07 0.01 -0.11
H 0.08 0.06 0.05
H 0.06 -0.09 0.04
H -0.10 0.06 0.30
H 0.01 0.30 -0.13
H 0.19 0.07 0.05
H 0.05 -0.04 -0.04
H -0.07 0.00 -0.03
H -0.03 0.04 0.12
H -0.06 0.00 0.06
H -0.12 0.03 0.00
H 0.03 -0.12 -0.01
H -0.08 0.01 -0.02
H 0.04 -0.11 0.10
H 0.02 0.03 0.08

For the total energy, the calculation gives -1525.71181 a.u. The calculation puts the LUMO energy at 0.64 eV. Its SMILES is CC(C)(C)C(=O)OCOC(=O)[C@@H]1N2C(=O)C[C@H]2S(=O)(=O)C1(C)C. The charge is 0. The strongest force on any atom comes out at 0.796 eV Å⁻¹. The value obtained for the HOMO energy is -9.86 eV.